Record 1
{
  "formula": "C9H27N7O2P",
  "method": "ωB97M-V with the def2-TZVPD basis set",
  "multiplicity": 1,
  "e_lumo_ha": -0.1712,
  "total_charge": 1,
  "homo_ev": -11.5140,
  "symbols": ["N", "P", "N", "C", "N", "N", "C", "C", "N", "H", "H", "H", "H", "H", "H", "H", "H", "H", "H", "H", "H", "H", "C", "C", "O", "N", "C", "H", "H", "H", "H", "H", "H", "H", "C", "C", "O", "N", "C", "H", "H", "H", "H", "H", "H", "H"],
  "xyz": [[1.81, 3.97, -0.89], [2.35, 2.51, -1.22], [1.30, 1.17, -0.74], [0.02, 1.20, -1.31], [-0.85, 0.23, -0.91], [-0.43, 2.13, -2.32], [-1.38, 3.15, -1.79], [-2.89, 2.66, -1.67], [-3.18, 2.04, -0.33], [0.88, 3.86, -0.47], [3.58, 2.34, -0.50], [2.63, 2.44, -2.63], [1.28, 1.04, 0.29], [-1.05, -0.60, -1.51], [-1.35, 0.26, -0.02], [-0.98, 1.55, -2.98], [-1.39, 4.00, -2.55], [-1.10, 3.59, -0.79], [-3.25, 2.02, -2.53], [-3.52, 3.61, -1.69], [-3.56, 2.76, 0.30], [-3.83, 1.25, -0.42], [3.99, 1.70, 3.98], [3.13, 1.25, 2.84], [2.23, 1.96, 2.39], [3.36, 0.02, 2.31], [4.37, -0.94, 2.70], [3.68, 2.70, 4.30], [3.88, 1.02, 4.83], [5.04, 1.75, 3.67], [2.75, -0.21, 1.55], [5.01, -1.14, 1.84], [3.87, -1.87, 2.99], [4.98, -0.59, 3.52], [-1.52, -4.62, -1.90], [-2.33, -3.48, -1.37], [-2.20, -2.33, -1.79], [-3.24, -3.74, -0.39], [-3.54, -5.02, 0.23], [-0.85, -4.26, -2.68], [-0.92, -5.07, -1.11], [-2.17, -5.38, -2.35], [-3.75, -2.93, -0.08], [-4.59, -5.24, 0.07], [-3.35, -4.93, 1.30], [-2.93, -5.83, -0.17]],
  "nbo_charge": [-1.24, 1.41, -0.83, 0.85, -0.97, -0.66, -0.24, -0.25, -0.88, 0.36, -0.02, -0.02, 0.47, 0.48, 0.46, 0.40, 0.24, 0.23, 0.21, 0.21, 0.38, 0.38, -0.72, 0.69, -0.67, -0.61, -0.41, 0.26, 0.24, 0.24, 0.38, 0.20, 0.21, 0.22, -0.72, 0.70, -0.71, -0.60, -0.42, 0.25, 0.23, 0.24, 0.40, 0.21, 0.21, 0.22]
}

***

Record 2
{
  "formula": "C9H29AlBCaClF3IMgN5O14S4",
  "method": "ωB97M-V with the def2-TZVPD basis set",
  "multiplicity": 1,
  "e_lumo_ha": -0.4195,
  "total_charge": 3,
  "homo_ev": -12.4588,
  "symbols": ["C", "C", "N", "N", "C", "C", "C", "I", "B", "O", "N", "C", "C", "H", "H", "H", "H", "H", "H", "H", "H", "H", "H", "H", "H", "H", "H", "H", "H", "H", "H", "H", "H", "O", "S", "O", "O", "O", "Mg", "Cl", "C", "C", "O", "S", "O", "O", "O", "H", "H", "H", "H", "N", "H", "H", "H", "H", "O", "H", "Ca", "F", "N", "S", "O", "O", "F", "S", "O", "O", "F", "Al"],
  "xyz": [[-4.63, 0.39, -3.45], [-3.37, -0.03, -2.60], [-2.21, 0.84, -2.85], [-1.09, 0.30, -2.07], [-0.07, -0.23, -3.07], [0.12, -1.78, -2.96], [1.33, -2.15, -2.05], [0.54, -2.57, -4.94], [-0.56, 1.33, -1.07], [0.50, 2.20, -1.36], [-1.19, 1.50, 0.26], [-1.40, 0.20, 0.95], [-2.40, 2.29, 0.19], [-5.01, 1.35, -3.07], [-5.44, -0.38, -3.32], [-4.39, 0.50, -4.51], [-3.16, -1.08, -2.88], [-3.66, -0.05, -1.52], [-2.41, 1.80, -2.59], [-1.48, -0.54, -1.61], [0.92, 0.22, -2.99], [-0.42, -0.01, -4.08], [-0.81, -2.27, -2.62], [2.01, -1.28, -1.99], [1.91, -2.97, -2.49], [1.02, -2.45, -1.03], [1.30, 1.81, -0.80], [-1.72, 0.35, 1.99], [-0.53, -0.46, 0.87], [-2.26, -0.32, 0.47], [-2.40, 2.94, -0.70], [-2.44, 2.92, 1.14], [-3.29, 1.59, 0.23], [-6.67, -2.56, -2.10], [-5.93, -3.63, -2.80], [-4.52, -3.27, -2.85], [-6.46, -3.77, -4.16], [-6.11, -4.89, -2.09], [2.62, 2.39, 0.70], [-0.01, 2.85, -3.34], [4.33, 6.27, 4.72], [5.47, 6.57, 3.75], [6.30, 5.42, 3.83], [5.40, 4.11, 4.12], [5.14, 3.44, 2.88], [5.92, 3.44, 5.26], [4.05, 4.90, 4.57], [4.66, 6.43, 5.79], [3.44, 6.86, 4.50], [6.03, 7.47, 4.02], [5.09, 6.67, 2.73], [8.82, 2.04, 5.12], [9.56, 2.57, 5.58], [8.68, 1.15, 5.61], [7.95, 2.58, 5.13], [9.10, 1.85, 4.15], [-6.78, -7.12, -0.12], [-6.75, -6.24, -0.55], [-4.20, 3.26, 1.97], [5.54, 2.65, 7.06], [-2.23, -7.80, -1.95], [-1.51, -6.60, -2.70], [-0.21, -6.25, -2.24], [-2.33, -5.53, -3.16], [-1.17, -7.33, -4.05], [-2.65, -7.44, -0.49], [-3.00, -8.58, 0.29], [-3.50, -6.29, -0.30], [-1.30, -6.99, 0.18], [4.08, 7.40, 7.31]],
  "nbo_charge": [-0.61, -0.27, -0.39, -0.59, -0.27, -0.36, -0.65, 0.19, 1.41, -0.96, -0.77, -0.43, -0.40, 0.20, 0.26, 0.25, 0.24, 0.14, 0.38, 0.45, 0.25, 0.29, 0.22, 0.20, 0.27, 0.22, 0.36, 0.22, 0.25, 0.18, 0.27, 0.03, 0.17, -0.69, 2.48, -0.70, -0.59, -0.68, 0.49, -0.36, -0.05, -0.11, -0.68, 2.49, -0.92, -0.80, -0.67, 0.02, 0.22, 0.23, 0.22, -0.86, 0.46, 0.47, 0.48, 0.45, -0.21, 0.44, 1.36, -0.85, -1.00, 2.48, -0.88, -0.87, -0.47, 2.47, -0.80, -0.83, -0.48, 1.00]
}

***

Record 3
{
  "formula": "C9H29N2O12V",
  "method": "ωB97M-V with the def2-TZVPD basis set",
  "multiplicity": 4,
  "e_lumo_ha": [-0.0093, -0.0059],
  "total_charge": -1,
  "homo_ev": [-3.3013, -3.3013],
  "symbols": ["V", "N", "O", "O", "O", "N", "O", "O", "O", "C", "C", "O", "H", "H", "H", "H", "H", "C", "C", "O", "H", "H", "H", "H", "H", "H", "C", "C", "O", "H", "H", "H", "H", "H", "H", "C", "O", "H", "H", "H", "H", "C", "O", "H", "H", "H", "H", "C", "O", "H", "H", "H", "H"],
  "xyz": [[-3.00, -2.21, 2.90], [-5.21, -0.15, 1.55], [-4.49, -1.05, 1.85], [-5.93, -0.22, 0.62], [-5.08, 0.87, 2.30], [-2.86, 3.96, 2.89], [-3.59, 3.30, 2.19], [-1.84, 4.48, 2.48], [-3.29, 3.94, 4.06], [-1.59, 0.91, 0.28], [-0.84, -0.34, 0.76], [-1.51, -1.25, 1.66], [-1.75, 1.60, 1.11], [-2.55, 0.64, -0.15], [-1.01, 1.42, -0.48], [0.11, -0.09, 1.23], [-0.49, -0.92, -0.09], [1.90, -4.34, -0.45], [1.93, -3.07, -1.27], [2.80, -2.05, -0.83], [2.88, -4.78, -0.66], [1.17, -5.11, -0.72], [1.89, -4.14, 0.62], [0.87, -2.81, -1.29], [2.27, -3.15, -2.30], [2.57, -1.24, -1.29], [3.40, 1.49, 2.03], [3.61, 2.45, 3.25], [3.99, 1.76, 4.36], [4.43, 1.30, 1.75], [2.93, 2.03, 1.21], [2.69, 0.69, 2.25], [2.64, 2.89, 3.50], [4.32, 3.25, 3.02], [4.94, 1.84, 4.45], [-2.19, -3.88, -1.77], [-2.94, -4.67, -0.94], [-1.98, -2.90, -1.34], [-1.25, -4.37, -2.01], [-2.68, -3.62, -2.71], [-2.66, -5.56, -1.15], [1.47, 0.36, -2.66], [2.28, -0.61, -3.32], [0.76, 0.69, -3.42], [0.85, -0.13, -1.91], [2.09, 1.13, -2.21], [1.81, -0.81, -4.13], [-0.14, 4.08, -2.41], [-0.60, 2.95, -3.20], [-0.85, 4.91, -2.45], [0.19, 3.76, -1.42], [0.57, 4.50, -3.12], [-1.04, 2.29, -2.66]],
  "lowdin_spin": [3.04, 0.00, 0.02, 0.00, 0.01, 0.00, 0.00, 0.00, 0.00, 0.00, 0.00, -0.07, 0.00, 0.00, 0.00, 0.00, 0.00, 0.00, 0.00, 0.00, 0.00, 0.00, 0.00, 0.00, 0.00, 0.00, 0.00, 0.00, 0.00, 0.00, 0.00, 0.00, 0.00, 0.00, 0.00, 0.00, 0.00, 0.00, 0.00, 0.00, 0.00, 0.00, 0.00, 0.00, 0.00, 0.00, 0.00, 0.00, 0.00, 0.00, 0.00, 0.00, 0.00]
}

***

Record 4
{
  "formula": "C9H30B4N2O13S3",
  "method": "ωB97M-V with the def2-TZVPD basis set",
  "e_above_lowest_kcal_mol": 64.34,
  "multiplicity": 1,
  "e_lumo_ha": 0.0077,
  "homo_ev": -9.2919,
  "symbols": ["N", "B", "O", "B", "O", "B", "B", "N", "O", "O", "H", "H", "H", "H", "H", "H", "C", "C", "O", "S", "C", "O", "O", "H", "H", "H", "H", "H", "H", "H", "H", "C", "C", "O", "S", "C", "O", "O", "H", "H", "H", "H", "H", "H", "H", "H", "C", "C", "O", "S", "C", "O", "O", "H", "H", "H", "H", "H", "H", "H", "H"],
  "xyz": [[-1.98, 2.98, 3.86], [-2.34, 2.72, 2.40], [-3.24, 1.61, 1.94], [-2.69, 1.28, 0.58], [-1.19, 1.24, 0.52], [-0.84, 2.71, 0.52], [0.44, 3.21, -0.40], [1.79, 2.47, -0.21], [0.28, 4.28, -1.39], [-1.72, 3.57, 1.33], [-2.09, 4.03, 3.97], [-2.65, 2.49, 4.51], [-3.39, 1.11, -0.36], [1.91, 2.47, 0.84], [1.62, 1.46, -0.48], [-0.26, 5.01, -0.92], [-8.53, -0.28, -1.77], [-8.97, 1.13, -1.41], [-8.41, 1.55, -0.17], [-6.83, 1.95, -0.14], [-6.80, 2.66, 1.49], [-6.58, 2.99, -1.11], [-6.04, 0.73, -0.10], [-7.45, -0.31, -1.96], [-9.04, -0.63, -2.67], [-8.73, -0.97, -0.95], [-8.73, 1.84, -2.21], [-10.06, 1.14, -1.28], [-7.41, 3.56, 1.49], [-5.76, 2.91, 1.72], [-7.17, 1.93, 2.20], [1.54, -3.66, -3.97], [0.72, -2.61, -3.26], [0.91, -2.65, -1.85], [2.32, -2.09, -1.25], [1.86, -2.11, 0.47], [2.50, -0.72, -1.66], [3.35, -3.09, -1.44], [2.61, -3.47, -3.86], [1.31, -3.68, -5.04], [1.35, -4.66, -3.55], [0.93, -1.61, -3.65], [-0.35, -2.80, -3.44], [1.06, -1.38, 0.64], [2.74, -1.84, 1.05], [1.54, -3.12, 0.74], [8.57, 0.12, 1.93], [7.82, -0.29, 0.68], [7.50, -1.67, 0.68], [6.32, -2.20, 1.67], [6.18, -3.85, 1.02], [5.10, -1.48, 1.37], [6.85, -2.29, 3.02], [7.95, 0.01, 2.82], [8.89, 1.16, 1.87], [9.45, -0.52, 2.07], [6.91, 0.31, 0.55], [8.45, -0.10, -0.20], [5.82, -3.80, 0.00], [5.47, -4.39, 1.65], [7.16, -4.33, 1.07]],
  "nbo_charge": [-1.10, 1.24, -0.93, 1.03, -0.91, 0.79, 0.82, -1.12, -0.88, -0.92, 0.40, 0.40, -0.08, 0.38, 0.41, 0.50, -0.64, -0.08, -0.71, 2.35, -0.88, -0.92, -0.92, 0.23, 0.22, 0.22, 0.19, 0.20, 0.25, 0.26, 0.25, -0.64, -0.08, -0.71, 2.35, -0.89, -0.93, -0.93, 0.23, 0.22, 0.21, 0.20, 0.20, 0.25, 0.28, 0.25, -0.64, -0.08, -0.71, 2.35, -0.88, -0.94, -0.92, 0.23, 0.22, 0.22, 0.20, 0.20, 0.27, 0.25, 0.25]
}